1.
A 2-piece molecular cluster, C3HNO2 overall in a non-equilibrium geometry, computed with ωB97M-V with the def2-TZVPD basis set.

Element x y z (Å)
C: 0.412 -0.492 -0.513
C: 0.835 -0.550 0.686
C: 1.172 0.825 4.114
N: 1.129 -0.821 1.768
O: 0.553 0.127 4.780
O: 1.901 1.449 3.472
H: 0.389 0.139 -1.409

Results
E ... -320.02359 Ha
LUMO energy (alpha / beta) ... -2.1910 / -2.1813 eV
Energy relative to the best compared isomer or geometry (same formula, charge and spin) ... 198.71 kJ/mol

---

2.
C3HNO2 as an isolated structure in a non-equilibrium geometry, computed with ωB97M-V with the def2-TZVPD basis set.

Element x y z (Å)
C: 0.157 -0.505 1.447
C: -0.046 0.612 -1.575
C: 0.898 0.572 0.740
N: 0.184 -0.345 -0.832
O: -0.458 -1.075 0.144
O: -0.266 1.622 -2.082
H: -0.469 -0.880 2.159

Results
E ... -319.83419 Ha
LUMO energy ... -0.9165 eV
Energy relative to the best compared isomer or geometry (same formula, charge and spin) ... 695.98 kJ/mol

---

3.
A single C3HNOS2 molecule in a non-equilibrium geometry, computed with ωB97M-V with the def2-TZVPD basis set.

Element x y z (Å)
C: 0.876 0.648 -0.097
C: -0.586 0.155 0.012
C: -1.475 0.960 0.796
H: 3.215 -0.475 0.118
N: -2.262 1.399 1.704
O: 1.032 1.794 0.195
S: 1.862 -0.903 -0.446
S: -1.145 -1.237 -0.671

Results
E ... -1041.17898 Ha
LUMO energy ... -2.6238 eV
Energy relative to the best compared isomer or geometry (same formula, charge and spin) ... 244.10 kJ/mol

---

4.
A single C3HNS molecule in a non-equilibrium geometry, computed with ωB97M-V with the def2-TZVPD basis set.

Element x y z (Å)
C: 0.477 0.420 0.044
C: -0.800 0.705 0.079
C: 0.812 -2.054 -0.010
N: 0.640 -0.892 0.131
S: -2.358 0.839 0.048
H: 1.229 0.982 -0.292

Results
E ... -567.74031 Ha
LUMO energy ... -0.9518 eV
Energy relative to the best compared isomer or geometry (same formula, charge and spin) ... 153.30 kJ/mol

---

5.
C3HNdO3 as an isolated structure in a non-equilibrium geometry, computed with ωB97M-V with the def2-TZVPD basis set.

Element x y z (Å)
O: 0.016 1.084 -0.197
Nd: 4.196 0.179 0.412
O: 1.687 -0.416 -0.251
C: 0.500 -0.149 0.009
O: -0.432 -1.002 0.192
C: -1.853 -0.092 0.079
H: -2.716 -0.717 -0.104
C: -1.397 1.113 -0.141

Results
Charge ... +1
E ... -901.59476 Ha
LUMO energy (alpha / beta) ... -6.8480 / -6.7561 eV
Energy relative to the best compared isomer or geometry (same formula, charge and spin) ... 0.00 kJ/mol
2S+1 ... 5

---

6.
An isolated ion of composition C3HO3 and charge -1 in a non-equilibrium geometry, computed with ωB97M-V with the def2-TZVPD basis set.

Element x y z (Å)
C: -1.799 0.440 0.062
C: -0.562 0.303 0.021
C: 0.513 1.660 0.023
O: 0.955 1.819 1.129
O: -3.282 0.866 0.094
O: 0.650 2.095 -1.087
H: 0.072 -0.552 -0.003

Results
Charge ... -1
E ... -340.57537 Ha
LUMO energy ... 4.1514 eV
Energy relative to the best compared isomer or geometry (same formula, charge and spin) ... 281.35 kJ/mol

---

Q: energy relative to the best compared isomer or geometry (same formula, charge and spin) of number 3 (C3HNOS2)?
A: 244.10 kJ/mol

---

Q: Which value of E does entry 3 give?
A: -1041.17898 Ha

---

Q: Which of these has the highest E?
A: number 2

---

Q: E of number 3 (C3HNOS2)?
A: -1041.17898 Ha